No. 1
A molecular structure, C20H10Cl5N2O2W at a distorted geometry. Source: the Open Molecules 2025 dataset; level of theory: ωB97M-V with the def2-TZVPD basis set.

The net charge is +1. The largest force on an atom comes out at 0.050 Eh/bohr. The spin multiplicity is 3. The calculation puts the HOMO energy (spin up / spin down) at -0.4050 / -0.4260 hartree. Its frontier orbital gap (spin up / spin down) is 6.62 / 6.80 eV. Its expectation value of S² is 2.027.

Geometry (Å):
W1 0.374 -0.268 -1.089
O1 -0.931 -1.472 -0.803
C1 -2.213 -1.631 -0.448
C2 -2.808 -2.881 -0.383
C3 -4.132 -2.983 -0.007
C4 -4.868 -1.840 0.317
C5 -4.277 -0.601 0.266
C6 -2.931 -0.460 -0.117
C7 -2.322 0.824 -0.157
N1 -1.070 1.068 -0.493
N2 -0.694 2.388 -0.460
C8 0.505 2.546 -0.933
O2 1.133 1.471 -1.383
C9 1.159 3.848 -0.960
C10 0.440 5.007 -0.667
C11 1.077 6.232 -0.697
C12 2.428 6.307 -1.014
C13 3.148 5.154 -1.291
C14 2.518 3.923 -1.269
H1 -2.214 -3.752 -0.630
H2 -4.598 -3.957 0.038
H3 -5.905 -1.930 0.608
H4 -4.840 0.288 0.520
H5 -2.908 1.698 0.105
H6 -0.610 4.926 -0.419
H7 0.519 7.132 -0.473
H8 2.917 7.272 -1.050
H9 4.204 5.213 -1.519
H10 3.064 3.014 -1.482
Cl1 1.635 0.949 2.121
C15 2.674 -0.056 1.187
C16 2.155 -0.562 0.008
C17 2.975 -1.322 -0.800
Cl2 2.112 -1.732 -2.284
C18 4.280 -1.640 -0.503
Cl3 5.243 -2.572 -1.563
C19 4.775 -1.154 0.717
Cl4 6.373 -1.542 1.175
C20 3.983 -0.355 1.558
Cl5 4.619 0.255 3.019

***

No. 2
13 unconnected molecules or ions with the total composition C6H35NO13 at a distorted geometry. Source: the Open Molecules 2025 dataset; level of theory: ωB97M-V with the def2-TZVPD basis set.

The value obtained for the energy above the lowest of the compared OMol25 structures with the same formula, charge and spin is 4.040 eV. The largest force on an atom comes out at 0.148 Eh/bohr. The calculation puts the HOMO energy at -0.3316 hartree. Its frontier orbital gap is 9.31 eV.

Geometry (Å):
O1 -0.597 3.174 -0.413
C1 -0.701 2.056 -0.926
N1 -0.924 1.040 -0.043
C2 -0.787 -0.342 -0.308
C3 0.672 -0.763 0.155
C4 0.871 -2.231 0.458
C5 1.640 -2.945 -0.341
C6 -0.663 1.986 -2.367
H1 -0.795 1.166 0.971
H2 -1.084 -0.567 -1.342
H3 -1.454 -0.914 0.433
H4 0.725 -0.156 1.130
H5 1.499 -0.454 -0.512
H6 0.281 -2.574 1.403
H7 2.060 -4.003 -0.176
H8 2.297 -2.626 -1.125
H9 -0.279 2.886 -2.994
H10 -0.044 1.035 -2.632
H11 -1.718 1.933 -2.939
H12 -1.409 -1.087 -3.188
H13 -2.808 -1.778 -3.557
O2 -2.296 -1.424 -2.863
H14 2.010 -0.531 3.419
H15 2.593 -0.313 2.095
O3 2.611 -0.901 2.732
H16 -0.245 0.976 4.786
H17 -0.222 -0.199 4.045
O4 0.109 0.689 3.954
H18 1.132 -0.890 -4.255
H19 0.941 -0.030 -2.995
O5 0.390 -0.508 -3.766
H20 -2.627 -3.609 -0.687
H21 -1.224 -3.324 -0.954
O6 -1.817 -3.458 -0.243
H22 1.862 4.049 -1.059
H23 0.895 3.919 -2.375
O7 1.712 3.656 -1.918
H24 3.514 1.308 0.819
H25 1.900 1.444 1.010
O8 2.666 1.052 0.555
H26 -1.384 -3.542 1.479
H27 -2.533 -3.685 2.346
O9 -1.654 -3.729 2.323
H28 -4.211 1.480 -0.865
H29 -3.098 0.616 -1.693
O10 -3.611 1.433 -1.630
H30 0.393 -2.287 3.701
H31 -1.133 -2.601 3.802
O11 -0.421 -1.945 4.057
H32 0.306 2.298 2.767
H33 0.357 3.000 1.366
O12 0.827 2.503 1.934
H34 1.938 1.994 -2.215
H35 2.135 0.938 -1.035
O13 2.043 0.996 -2.061

***

No. 3
A single C4H7NO molecule. Source: the Open Molecules 2025 dataset; level of theory: ωB97M-V with the def2-TZVPD basis set.

The value obtained for the energy above the lowest of the compared OMol25 structures with the same formula, charge and spin is 0.726 eV. The largest force on an atom comes out at 0.010 Eh/bohr. The calculation puts the HOMO energy at -0.3573 hartree. As for the structure (SMILES): C[C@H]1CC(=O)N1. Its frontier orbital gap is 10.65 eV.

Geometry (Å):
C1 -1.553 -0.325 0.385
C2 -0.310 -0.140 -0.467
C3 0.573 1.090 -0.149
C4 1.681 0.081 0.175
O1 2.835 0.145 0.514
N1 0.834 -0.975 -0.088
H1 -2.070 -1.262 0.149
H2 -1.287 -0.334 1.447
H3 -2.256 0.497 0.207
H4 -0.559 -0.218 -1.532
H5 0.819 1.714 -1.011
H6 0.246 1.713 0.685
H7 1.053 -1.914 -0.385

***

No. 4
A molecular structure, C18H19IN5NiOS3 at a distorted geometry. Source: the Open Molecules 2025 dataset; level of theory: ωB97M-V with the def2-TZVPD basis set.

The net charge is +1. The largest force on an atom comes out at 0.058 Eh/bohr. The calculation puts the HOMO energy (spin up / spin down) at -0.3965 / -0.3965 hartree. Its frontier orbital gap (spin up / spin down) is 6.96 / 6.96 eV.

Geometry (Å):
Ni1 -0.492 0.610 -0.136
C1 1.529 5.593 0.349
S1 0.013 5.207 1.275
C2 -0.229 3.531 0.899
S2 1.038 2.512 0.371
N1 -1.458 3.118 1.093
N2 -1.824 1.939 0.687
C3 -3.049 1.525 0.779
C4 -3.379 0.270 0.157
C5 -4.682 -0.231 0.111
C6 -4.924 -1.405 -0.576
C7 -3.865 -2.056 -1.192
C8 -2.596 -1.507 -1.085
N3 -2.352 -0.384 -0.431
H1 1.920 6.521 0.752
H2 1.254 5.729 -0.692
H3 2.249 4.790 0.462
H4 -3.807 2.136 1.258
H5 -5.482 0.317 0.583
H6 -5.926 -1.802 -0.642
H7 -4.018 -2.959 -1.760
H8 -1.750 -1.998 -1.548
C9 1.866 0.026 -3.863
S3 1.607 0.785 -2.224
O1 0.108 0.757 -2.082
C10 2.108 -0.649 -1.233
C11 3.187 -0.567 -0.369
C12 3.490 -1.656 0.436
C13 2.705 -2.799 0.379
C14 1.622 -2.866 -0.484
C15 1.325 -1.790 -1.301
H9 1.344 -0.920 -3.912
H10 2.929 -0.118 -4.020
H11 1.471 0.722 -4.594
H12 3.774 0.338 -0.329
H13 4.336 -1.613 1.106
H14 2.930 -3.642 1.015
H15 1.011 -3.753 -0.526
H16 0.502 -1.839 -2.001
I1 0.585 -4.033 3.787
C16 0.529 -2.144 2.909
C17 1.318 -1.055 3.224
N4 0.970 -0.079 2.376
N5 0.011 -0.473 1.533
C18 -0.278 -1.728 1.848
H17 2.070 -0.940 3.977
H18 1.346 0.860 2.300
H19 -1.036 -2.285 1.334